DFT (ωB97M-V/def2-TZVPD) results for a molecular structure, C6H14Li3O7.

Last column: Löwdin charge in e.
Atoms and positions in Å:
1 O -0.741 -0.682 1.726  -0.5508
2 O -1.506 -1.102 -1.136  -0.4481
3 O 2.374 -0.657 2.441  -0.2517
4 O 0.451 1.896 0.363  -0.3946
5 O -2.657 2.092 0.106  -0.4241
6 O 2.279 1.279 -2.137  -0.1388
7 O 1.570 -1.301 -1.289  -0.3337
8 C 1.484 -1.483 2.824  -0.6505
9 C -0.756 -1.637 -2.174  -0.4864
10 C -1.755 3.072 -0.189  -0.5512
11 C 0.003 -1.073 2.863  -0.4352
12 C 0.689 -2.101 -1.919  -0.5345
13 C -0.267 2.725 -0.473  -0.5039
14 Li -1.832 -1.922 0.643  0.6695
15 Li 0.260 -0.227 0.014  0.6047
16 Li -1.396 1.296 1.490  0.6474
17 H 0.203 3.743 -0.579  0.0758
18 H 0.645 -3.159 -1.492  0.0664
19 H -0.743 -0.910 -3.018  0.0810
20 H 1.077 -2.411 -2.948  0.0651
21 H 1.671 1.693 -1.508  -0.0262
22 H 1.452 -2.442 2.188  0.0775
23 H -0.485 -2.018 3.249  0.0557
24 H -0.279 2.302 -1.510  0.0874
25 H 1.609 -1.964 3.865  0.0502
26 H -2.137 3.691 -1.044  0.0638
27 H 1.959 0.349 -2.140  -0.0103
28 H -1.300 -2.543 -2.561  0.0616
29 H -1.677 3.849 0.649  0.0586
30 H -0.197 -0.353 3.695  0.0752

Values from the calculation:
Total charge: -3
Highest occupied orbital energy in eV: 2.88
Frontier orbital gap in eV: 2.82

***

DFT (ωB97M-V/def2-TZVPD) results for a molecular structure, C6H14MgO4Sm.

Last column: Löwdin spin population.
Atoms and positions in Å:
1 Sm 5.404 -0.575 4.392  6.0775
2 Mg -0.343 0.940 -0.984  0.0052
3 O 3.936 0.611 3.082  0.2042
4 O -2.327 0.731 -1.190  0.0006
5 O 1.550 0.496 -0.598  0.0168
6 O -0.556 -0.988 -0.395  0.0009
7 C -3.317 1.758 -1.317  0.0001
8 C 0.645 -1.733 -0.600  0.0006
9 C 1.774 -0.840 -0.143  0.0033
10 C -2.835 -0.501 -0.657  0.0001
11 C 3.689 1.799 2.538  0.5815
12 C -1.779 -1.563 -0.853  0.0001
13 H -2.025 -2.458 -0.268  0.0000
14 H 2.726 -1.217 -0.538  0.0006
15 H 2.666 2.196 2.601  0.0469
16 H 2.227 1.129 -0.114  0.0213
17 H -3.065 -0.353 0.408  0.0000
18 H 1.882 -0.768 0.993  0.0015
19 H 0.619 -2.665 -0.021  0.0001
20 H -4.047 1.463 -2.080  0.0000
21 H -1.676 -1.832 -1.914  0.0000
22 H 4.486 2.553 2.493  0.0386
23 H 0.738 -1.988 -1.666  0.0001
24 H -2.805 2.674 -1.625  0.0001
25 H -3.815 1.911 -0.352  0.0000
26 H -3.752 -0.781 -1.192  0.0000

Values from the calculation:
Spin multiplicity: 8
Total charge: +3
Highest occupied orbital energy (spin up / spin down) in eV: -14.85 / -18.30
Frontier orbital gap (spin up / spin down) in eV: 4.37 / 7.76

***

DFT (ωB97M-V/def2-TZVPD) results for 2 unconnected molecules or ions with the total composition C6H14N2.

Last column: Löwdin spin population.
Atoms and positions in Å:
1 N -1.954 1.030 0.203  0.0975
2 N -2.829 -1.114 -0.425  0.0056
3 C -1.467 -1.663 -0.416  0.0505
4 C 2.092 -0.023 -1.187  0.0352
5 C 1.866 1.713 0.549  0.1227
6 C -2.988 0.102 -0.146  0.2036
7 C 2.871 -0.566 1.094  0.0370
8 C 2.264 0.349 0.072  0.0091
9 H -1.894 1.771 -0.501  0.1178
10 H 2.696 2.223 1.051  0.0155
11 H -0.727 -0.898 -0.180  0.0046
12 H 2.296 -1.037 -1.510  0.0053
13 H 3.235 -1.486 0.630  0.0049
14 H -3.999 0.508 -0.162  0.0355
15 H -2.209 1.507 1.071  0.1183
16 H 1.682 0.666 -1.915  0.0225
17 H 1.079 1.618 1.300  0.0389
18 H 1.490 2.329 -0.261  0.0372
19 H -1.417 -2.457 0.328  0.0083
20 H 3.737 -0.064 1.536  0.0054
21 H 2.173 -0.829 1.890  0.0174
22 H -1.273 -2.085 -1.403  0.0073

Values from the calculation:
Spin multiplicity: 2
Total charge: -1
Highest occupied orbital energy (spin up / spin down) in eV: 1.13 / -5.78
ΔE to the lowest compared entry with this formula, charge and spin in kJ/mol: 49.1
Frontier orbital gap (spin up / spin down) in eV: 2.66 / 9.43

***

DFT (ωB97M-V/def2-TZVPD) results for 2 unconnected molecules or ions with the total composition C6H14N2.

Last column: Löwdin charge in e.
Atoms and positions in Å:
1 N 0.166 0.956 -2.763  -0.0025
2 N 2.588 -1.426 -1.191  0.0091
3 C 1.293 0.117 -2.520  -0.2220
4 C -1.360 -0.381 1.438  -0.1961
5 C 1.457 -0.587 -1.411  -0.2139
6 C -1.659 2.089 1.675  -0.1092
7 C -0.921 0.795 1.867  -0.1885
8 C -0.647 -1.684 1.625  -0.1192
9 H 0.026 0.852 2.396  0.1008
10 H -0.391 -2.149 0.672  0.0590
11 H 0.275 -1.569 2.196  0.0716
12 H -1.279 -2.396 2.156  0.0689
13 H 2.052 0.091 -3.299  0.1019
14 H -1.041 2.788 1.110  0.0682
15 H 0.703 -0.574 -0.630  0.0799
16 H 0.342 1.912 -2.474  0.0679
17 H -2.311 -0.426 0.916  0.1031
18 H 2.456 -2.344 -1.577  0.0651
19 H 2.770 -1.528 -0.205  0.0584
20 H -0.036 0.995 -3.753  0.0601
21 H -1.896 2.546 2.637  0.0685
22 H -2.589 1.922 1.134  0.0691

Values from the calculation:
Highest occupied orbital energy in eV: -8.39
ΔE to the lowest compared entry with this formula, charge and spin in kJ/mol: 158.4
SMILES: C/C=C/C.N/C=C/N
Frontier orbital gap in eV: 9.47

***

DFT (ωB97M-V/def2-TZVPD) results for a molecular structure, C6H14N2.

Last column: Löwdin charge in e.
Atoms and positions in Å:
1 N 1.718 -2.470 -0.397  -0.0265
2 N -0.889 -1.127 0.816  0.1085
3 C -1.066 2.158 1.362  -0.1645
4 C 0.816 -1.844 -1.308  -0.1838
5 C -0.766 0.377 -1.355  -0.0579
6 C 0.301 1.778 0.844  -0.1485
7 C -0.282 -0.581 -0.313  -0.4581
8 C 0.535 0.518 -0.597  -0.1534
9 H 1.333 -1.450 -2.183  0.0889
10 H 1.239 -2.791 0.438  0.0533
11 H -0.282 -1.299 1.607  0.0914
12 H -1.802 -1.540 0.678  0.0987
13 H 0.811 2.649 0.425  0.0673
14 H 1.558 0.703 -0.884  0.1098
15 H -1.025 2.947 2.127  0.0680
16 H -1.586 1.316 1.832  0.0556
17 H -1.710 2.545 0.563  0.0605
18 H 0.936 1.365 1.634  0.0705
19 H 2.467 -1.844 -0.118  0.0635
20 H -0.756 0.063 -2.395  0.0919
21 H 0.035 -2.522 -1.652  0.0781
22 H -1.585 1.049 -1.124  0.0866

Values from the calculation:
Highest occupied orbital energy in eV: -7.18
ΔE to the lowest compared entry with this formula, charge and spin in kJ/mol: 407.3
Frontier orbital gap in eV: 8.18

***

DFT (ωB97M-V/def2-TZVPD) results for 2 unconnected molecules or ions with the total composition C6H14N2.

Last column: Löwdin charge in e.
Atoms and positions in Å:
1 N 0.868 -0.548 1.252  -0.1391
2 N -2.253 -0.958 -2.034  -0.0196
3 C -2.942 -0.119 -2.738  -0.0292
4 C 0.989 0.778 1.877  -0.3266
5 C -0.954 -0.576 -1.690  -0.2837
6 C 1.453 -1.610 2.145  -0.1247
7 C 0.250 1.808 1.041  -0.1156
8 C 0.037 -0.223 -2.519  0.0030
9 H 0.798 -1.658 3.022  0.0695
10 H 1.416 -0.522 0.398  0.0840
11 H 2.033 1.100 2.055  0.1100
12 H -0.041 -0.304 -3.607  0.0554
13 H -2.631 0.938 -2.811  0.0793
14 H 0.693 1.890 0.053  0.0552
15 H -3.860 -0.457 -3.205  0.0606
16 H 0.489 0.715 2.871  0.1160
17 H -0.713 -0.783 -0.654  0.0708
18 H 0.951 0.185 -2.092  0.0364
19 H 1.443 -2.599 1.666  0.0722
20 H 2.477 -1.408 2.517  0.0720
21 H -0.821 1.556 0.912  0.0779
22 H 0.318 2.797 1.541  0.0761

Values from the calculation:
Highest occupied orbital energy in eV: -8.87
ΔE to the lowest compared entry with this formula, charge and spin in kJ/mol: 225.2
SMILES: C=CN=C.CCNC
Frontier orbital gap in eV: 9.89

***

DFT (ωB97M-V/def2-TZVPD) results for a molecular structure, C6H14N2.

Last column: Löwdin charge in e.
Atoms and positions in Å:
1 N 1.919 0.996 -1.457  0.0252
2 N -3.417 -0.469 -1.229  0.0427
3 C 2.342 -0.730 0.213  -0.0802
4 C 1.278 0.064 -0.481  -0.4599
5 C 0.425 0.868 0.513  -0.1741
6 C -2.681 -0.240 -0.039  -0.3036
7 C -1.508 -0.827 0.439  -0.1294
8 C -0.634 0.003 1.283  -0.2346
9 H 1.084 1.273 1.290  0.1078
10 H 1.917 -1.574 0.769  0.0797
11 H -0.035 -0.567 2.006  0.1033
12 H -1.236 0.679 1.903  0.1094
13 H -2.985 -1.232 -1.766  0.0725
14 H 1.346 1.813 -1.588  0.0518
15 H -0.138 1.695 0.071  0.1036
16 H 3.223 -1.047 -0.351  0.0780
17 H 2.855 -0.122 0.986  0.0851
18 H 2.858 1.227 -1.180  0.0540
19 H -1.478 -1.898 0.285  0.1033
20 H 0.622 -0.531 -1.114  0.1184
21 H -2.532 0.262 -1.236  0.1263
22 H -3.227 0.357 0.682  0.1207

Values from the calculation:
Highest occupied orbital energy in eV: -7.97
ΔE to the lowest compared entry with this formula, charge and spin in kJ/mol: 387.2
Frontier orbital gap in eV: 9.03

***

DFT (ωB97M-V/def2-TZVPD) results for C6H14N2 in the gas phase.

Last column: Löwdin charge in e.
Atoms and positions in Å:
1 N 0.910 0.073 -1.089  -0.0274
2 N -0.245 0.195 -1.362  0.0959
3 C -2.119 1.466 -0.233  -0.1020
4 C 2.318 1.027 0.627  -0.0603
5 C 1.412 -0.140 0.258  -0.4642
6 C -2.307 -1.031 -0.556  -0.1021
7 C 2.132 -1.481 0.302  -0.0607
8 C -1.409 0.120 -0.108  -0.3907
9 H -2.596 -0.896 -1.597  0.0720
10 H 0.451 -0.150 0.890  0.1185
11 H 2.944 -1.497 -0.427  0.0806
12 H -2.403 1.643 -1.268  0.0717
13 H 1.769 1.964 0.610  0.0718
14 H 1.444 -2.298 0.073  0.0745
15 H -1.790 -1.986 -0.460  0.0681
16 H 2.722 0.870 1.626  0.0777
17 H -3.211 -1.073 0.055  0.0757
18 H -1.218 -0.033 0.964  0.1011
19 H -1.470 2.278 0.094  0.0681
20 H 3.143 1.103 -0.081  0.0800
21 H 2.542 -1.637 1.297  0.0762
22 H -3.019 1.483 0.384  0.0754

Values from the calculation:
Highest occupied orbital energy in eV: -8.25
ΔE to the lowest compared entry with this formula, charge and spin in kJ/mol: 214.4
SMILES: CC(C)/N=N\C(C)C
Frontier orbital gap in eV: 9.30

***

DFT (ωB97M-V/def2-TZVPD) results for 2 unconnected molecules or ions with the total composition C6H14N2O.

Last column: Löwdin charge in e.
Atoms and positions in Å:
1 O 1.525 0.409 0.891  -0.1308
2 N 0.220 -2.367 1.388  0.0740
3 N -0.604 -2.885 0.708  -0.0502
4 C 0.743 -0.292 -0.004  -0.1528
5 C 2.658 -0.070 1.298  -0.1900
6 C -0.216 1.813 -0.900  -0.0262
7 C -1.490 0.388 0.800  -0.0657
8 C -0.486 0.346 -0.398  -0.6709
9 C -1.159 -0.479 -1.411  -0.0931
10 H -2.498 0.850 0.724  0.0820
11 H 1.278 -0.905 -0.790  0.1425
12 H 2.603 -1.178 1.461  0.0886
13 H 0.088 1.984 -1.912  0.0590
14 H 0.531 2.365 -0.306  0.0778
15 H 3.462 0.008 0.688  0.0464
16 H -1.242 -3.669 1.075  0.0955
17 H 2.906 0.386 2.345  0.1351
18 H -0.302 -0.749 -2.187  0.1240
19 H -1.610 -1.361 -0.905  0.0682
20 H -1.471 -0.748 1.144  0.0713
21 H -1.295 2.263 -0.757  0.1150
22 H -0.893 0.966 1.645  0.1166
23 H -1.852 0.104 -2.021  0.0836

Values from the calculation:
Highest occupied orbital energy (spin up / spin down) in eV: -6.88 / -8.16
ΔE to the lowest compared entry with this formula, charge and spin in kJ/mol: 651.3
Frontier orbital gap (spin up / spin down) in eV: 7.34 / 9.05

***

DFT (ωB97M-V/def2-TZVPD) results for 2 unconnected molecules or ions with the total composition C6H14N2O.

Last column: Löwdin charge in e.
Atoms and positions in Å:
1 O 0.889 -2.529 0.026  -0.0684
2 N 0.367 0.838 0.495  -0.2492
3 N -0.726 -0.944 1.644  0.0566
4 C -1.094 -0.053 -2.051  -0.0422
5 C 0.793 -1.946 -1.056  -0.1699
6 C -1.245 -0.685 -0.893  -0.1350
7 C -0.792 0.063 0.659  -0.3668
8 C 0.148 2.230 0.157  -0.0896
9 C 1.525 0.583 1.335  -0.0780
10 H -1.728 -0.249 -2.908  0.0580
11 H -0.042 2.847 1.046  0.0868
12 H -1.685 0.676 0.808  0.1358
13 H -0.710 2.319 -0.508  0.0768
14 H 1.029 2.621 -0.354  0.0839
15 H -0.059 -1.677 1.377  0.0474
16 H 0.406 -2.464 -1.945  0.0922
17 H 1.399 -1.045 -1.256  0.0926
18 H 1.772 -0.476 1.307  0.0691
19 H -2.112 -1.330 -0.745  0.0876
20 H 1.351 0.882 2.377  0.0856
21 H 2.360 1.165 0.946  0.0836
22 H -1.633 -1.374 1.774  0.0840
23 H -0.213 0.549 -2.233  0.0591

Values from the calculation:
Highest occupied orbital energy in eV: -8.01
ΔE to the lowest compared entry with this formula, charge and spin in kJ/mol: 412.6
SMILES: C=C[C@@H](N)N(C)C.C=O
Frontier orbital gap in eV: 8.51